(1)
Computed, not measured: a 2-piece molecular cluster, C31H35ClNO6S overall at a distorted geometry, with ωB97M-V/def2-TZVPD.

Electronic energy, eV: -69843.0848
Energy relative to the best compared isomer or geometry (same formula, charge and spin), eV: 0.221
LUMO, Ha: 0.02652
Gap between HOMO and LUMO, eV: 3.6
Charge: -1

Each line ends with the Löwdin charge.
Atoms and positions in Å:
Cl 0.045 1.715 -0.346  0.65
S -1.585 4.183 -0.167  0.55
O 4.618 -2.437 0.334  -0.01
O -2.590 3.646 0.726  -0.39
O -0.401 10.705 1.140  0.04
O -1.917 4.397 -1.560  -0.39
O -1.243 10.102 3.081  0.04
O -7.597 -3.256 0.366  -0.09
N -0.876 9.838 1.912  -0.32
C 0.937 -1.299 -1.102  -0.23
C -6.419 -1.984 -1.258  -0.01
C 3.060 -2.853 2.844  -0.05
C 2.266 -2.658 0.463  -0.06
C 5.574 -1.890 -2.413  -0.05
C -0.761 6.866 -0.343  -0.03
C -5.159 -3.181 0.473  -0.02
C -1.533 -1.419 -1.118  -0.09
C -6.401 -2.827 -0.113  -0.27
C 5.471 0.115 -0.947  -0.05
C -1.303 5.870 0.487  -0.23
C -1.004 8.497 1.438  -0.17
C 2.365 -3.592 1.692  -0.55
C 3.386 -1.247 -1.313  -0.07
C -7.589 -4.113 1.533  -0.07
C -2.787 -1.192 -1.666  -0.01
C -1.685 6.196 1.801  -0.03
C 4.381 0.147 -3.184  -0.08
C 1.062 -2.246 -0.046  0.03
C -3.985 -2.672 -0.051  -0.01
C 0.983 -4.043 2.171  -0.08
C -3.985 -1.781 -1.163  -0.22
C 4.684 -0.723 -1.965  -0.55
C -5.243 -1.488 -1.768  -0.03
C 2.139 -0.861 -1.732  0.02
C 3.189 -4.838 1.349  -0.05
C -1.538 7.501 2.274  0.01
C -0.101 3.311 -0.025  -0.94
C -0.609 8.172 0.128  0.01
C 3.496 -2.141 -0.148  -0.27
C -0.342 -0.816 -1.528  -0.10
H 3.118 -3.508 3.722  0.08
H -5.127 -3.839 1.346  0.10
H -7.050 -5.051 1.335  0.09
H -7.384 -1.737 -1.695  0.12
H 1.089 -4.698 3.045  0.08
H 4.198 -4.542 1.051  0.07
H 0.754 3.816 0.417  -0.01
H -1.846 7.770 3.282  0.11
H -2.864 -0.529 -2.530  0.12
H 5.843 -2.502 -1.548  0.07
H 3.788 1.027 -2.905  0.09
H 2.498 -1.950 3.108  0.09
H -0.388 -0.064 -2.314  0.10
H -3.049 -2.963 0.423  0.11
H 5.742 -0.511 -0.091  0.07
H 6.384 0.502 -1.417  0.08
H 2.032 -0.197 -2.593  0.11
H -0.204 8.954 -0.509  0.11
H -5.257 -0.845 -2.648  0.12
H -0.476 6.637 -1.369  0.12
H -7.142 -3.603 2.398  0.10
H -2.122 5.445 2.457  0.12
H 3.250 -5.492 2.228  0.08
H 0.463 -4.610 1.388  0.09
H 5.320 0.502 -3.627  0.08
H 3.841 -0.427 -3.948  0.09
H 0.369 -3.185 2.471  0.09
H -8.644 -4.314 1.715  0.09
H 2.718 -5.389 0.527  0.09
H -1.480 -2.133 -0.301  0.08
H 4.862 0.957 -0.597  0.09
H 4.071 -2.568 2.539  0.08
H 0.154 -2.648 0.397  0.09
H 6.489 -1.495 -2.872  0.08
H 5.046 -2.511 -3.145  0.09

=====

(2)
Computed, not measured: a 5-piece molecular cluster, C21H38N3O12 overall at a distorted geometry, with ωB97M-V/def2-TZVPD.

Electronic energy, eV: -51423.6131
Energy relative to the best compared isomer or geometry (same formula, charge and spin), eV: 1.861
LUMO, Ha: -0.14679
Gap between HOMO and LUMO, eV: 8.7
Charge: +1

Each line ends with the Löwdin charge.
Atoms and positions in Å:
O -2.449 -0.724 -2.194  0.03
O -1.587 2.256 -6.887  0.04
O -3.333 1.368 -2.254  0.11
O 0.267 3.530 -7.212  0.12
O -1.051 2.962 6.437  0.12
O -4.483 -0.475 -2.908  0.05
O 5.761 -8.545 2.641  0.01
O 5.392 -7.583 4.548  0.04
O 5.016 -6.401 2.644  0.10
O -1.465 3.481 -8.675  0.01
O -0.717 4.077 4.485  0.03
O -0.099 5.018 6.341  0.01
N 2.128 -0.382 0.779  -0.07
N -1.186 0.863 1.558  0.11
N 0.737 1.074 -0.207  0.12
C 1.014 -0.401 1.686  0.10
C 3.212 -1.274 1.156  -0.07
C 3.444 -6.351 5.331  -0.07
C -1.203 2.852 -4.561  -0.06
C -1.324 2.998 3.765  -0.25
C -1.054 1.798 -5.642  -0.22
C -3.422 0.177 -2.430  -0.58
C 4.957 -6.466 5.334  -0.21
C 2.022 0.462 -0.316  0.04
C -1.225 -0.139 -1.776  -0.07
C -0.796 4.485 -9.439  -0.04
C -0.815 3.125 -7.560  -0.59
C -5.388 1.057 -4.573  -0.06
C -2.835 3.037 3.893  -0.06
C 5.681 -8.529 1.216  -0.04
C -0.656 3.918 5.817  -0.59
C -0.065 5.026 7.769  -0.04
C 3.861 -2.302 1.327  0.18
C 5.362 -7.406 3.221  -0.59
C 0.108 0.573 0.963  -0.23
C -5.612 0.345 -3.253  -0.20
H -0.818 5.436 -8.903  0.10
H -0.876 2.462 -3.595  0.05
H 0.519 5.889 8.085  0.10
H -5.837 1.048 -2.447  0.13
H -3.148 2.874 4.926  0.08
H 2.987 -7.292 5.646  0.09
H 4.372 -3.313 1.365  0.09
H -1.047 3.127 2.718  0.10
H -0.915 2.038 4.091  0.11
H 3.065 -6.132 4.331  0.07
H -1.627 0.910 -5.365  0.12
H -1.375 0.514 -0.920  0.04
H -0.549 -0.943 -1.484  0.11
H 4.634 -8.521 0.904  0.10
H -1.078 5.127 8.163  0.10
H -6.468 -0.326 -3.344  0.13
H 6.147 -9.441 0.845  0.10
H 5.305 -6.647 6.352  0.13
H -3.296 2.268 3.270  0.07
H -1.335 4.604 -10.378  0.10
H -2.243 3.175 -4.481  0.08
H -1.718 -0.018 1.687  0.13
H -0.012 1.485 -5.762  0.13
H 5.433 -5.545 4.989  0.12
H 6.213 -7.673 0.798  0.09
H -0.774 0.410 -2.607  0.09
H 0.321 1.744 -0.860  0.17
H 2.825 0.593 -1.092  0.18
H -0.611 3.741 -4.790  0.08
H 0.857 -0.965 2.644  0.16
H 3.118 -5.554 6.003  0.08
H 0.411 4.125 8.159  0.10
H -1.712 1.370 0.831  0.10
H -5.131 0.341 -5.357  0.09
H -6.283 1.605 -4.871  0.09
H -3.220 4.015 3.595  0.09
H 0.231 4.195 -9.664  0.10
H -4.560 1.766 -4.506  0.06

=====

(3)
Computed, not measured: one molecule with the formula C9H14N4O2 at a distorted geometry, with ωB97M-V/def2-TZVPD.

SMILES: CN[C@@](O)(C(=O)Cn1cncn1)C1CC1
Electronic energy, eV: -19611.7350
Energy relative to the best compared isomer or geometry (same formula, charge and spin), eV: 2.426
LUMO, Ha: 0.02712
Gap between HOMO and LUMO, eV: 9.5

Each line ends with the Löwdin charge.
Atoms and positions in Å:
O 0.669 0.890 -2.231  0.09
O 0.200 0.300 1.285  0.01
N -3.065 -0.203 -0.752  0.07
N -3.753 0.076 1.358  0.06
N -2.357 0.818 -0.193  -0.15
N 2.198 0.460 0.135  -0.05
C 1.805 -2.258 -0.804  -0.07
C 0.037 0.826 -1.194  -0.20
C 0.719 -1.441 -0.285  -0.28
C 1.344 -2.339 0.699  -0.06
C 0.810 0.039 0.103  -0.51
C -2.840 0.996 1.090  -0.13
C -3.855 -0.621 0.193  -0.25
C -1.415 1.507 -1.009  -0.04
C 2.342 1.853 0.498  -0.11
H -4.552 -1.493 -0.154  0.14
H -2.535 1.659 1.868  0.12
H 0.342 -0.468 1.937  0.16
H 2.815 2.346 -0.458  0.11
H 1.579 -2.957 -1.542  0.08
H 3.128 1.788 1.357  0.11
H -1.129 2.418 -0.576  0.11
H 2.667 0.344 -0.707  0.08
H -0.294 -1.577 -0.868  0.18
H -2.037 1.508 -1.982  0.16
H 1.978 -1.674 1.227  0.09
H 2.840 -1.928 -0.780  0.10
H 0.931 -3.268 0.985  0.09
H 1.427 2.398 0.797  0.08

=====

(4)
Computed, not measured: H24NeO12 as an isolated structure at a distorted geometry, with ωB97M-V/def2-TZVPD.

Electronic energy, eV: -28469.3155
Energy relative to the best compared isomer or geometry (same formula, charge and spin), eV: 0.911
LUMO, Ha: -0.01455
Gap between HOMO and LUMO, eV: 9.8

Each line ends with the Löwdin charge.
Atoms and positions in Å:
Ne -0.075 -0.347 0.004  0.07
O -0.570 1.173 -3.259  -0.05
O 0.921 0.652 2.912  -0.06
O 1.869 0.279 -2.531  -0.04
O -3.093 -0.151 -0.571  -0.02
O -0.641 -3.072 2.910  -0.04
O -0.321 3.211 -1.507  -0.04
O -1.419 -2.112 -1.286  -0.05
O 2.742 -1.373 -0.592  -0.06
O 0.586 -3.183 0.142  -0.05
O -2.295 0.990 1.943  -0.03
O -0.352 2.719 1.376  -0.05
O 3.484 -0.797 2.065  -0.05
H -2.797 0.779 1.155  0.01
H 0.822 -3.740 -0.600  0.06
H 3.972 -0.081 2.473  0.03
H -1.222 -2.087 -2.222  0.06
H 1.025 0.503 -2.924  -0.01
H 0.162 3.838 -2.045  0.06
H -0.648 1.814 -2.552  -0.01
H -0.517 1.700 -4.056  0.06
H -0.232 -2.764 -0.123  -0.01
H 2.000 -1.919 -0.331  -0.01
H -1.195 2.275 1.468  -0.01
H 2.284 1.123 -2.354  0.05
H 0.563 1.273 2.278  -0.03
H -1.851 -1.277 -1.109  -0.02
H -1.144 -2.262 2.830  0.01
H -0.111 -3.105 2.113  -0.01
H 3.505 -0.598 1.129  0.00
H 1.830 0.527 2.640  -0.01
H -3.515 0.555 -1.060  0.08
H -0.542 3.637 1.567  0.06
H -3.819 -0.661 -0.211  0.08
H 2.371 -0.744 -1.211  -0.03
H -2.003 0.141 2.275  0.05
H 0.227 3.088 -0.732  0.03

=====

(5)
Computed, not measured: C20H37N2O2P3Tc as an isolated structure at a distorted geometry, with ωB97M-V/def2-TZVPD.

Multiplicity: 4
⟨S²⟩: 3.755
Electronic energy, eV: -58438.5340
Energy relative to the best compared isomer or geometry (same formula, charge and spin), eV: 0.245
LUMO (spin up / spin down), Ha: -0.38116 / -0.50782
Gap between HOMO and LUMO (spin up / spin down), eV: 8.7 / 5.3
Charge: +4

Each line ends with the Mulliken spin population.
Atoms and positions in Å:
Tc 0.019 0.123 -0.954  0.02
P -1.352 4.755 -0.009  0.66
P 4.640 -1.686 -0.156  0.71
P -3.111 -3.730 -0.161  0.68
O -2.543 1.405 0.346  0.00
O 1.598 2.673 0.022  0.01
N 0.310 -0.763 1.134  0.00
N 0.327 -0.809 3.327  0.00
C -3.139 -2.985 1.549  0.07
C -1.406 -0.076 -2.519  -0.02
C -0.686 1.148 -2.529  0.02
C 1.031 1.700 -0.271  0.01
C -3.274 -5.513 0.174  0.06
C 4.890 0.090 -0.641  0.07
C -0.729 -1.295 -2.412  0.06
C -0.165 5.841 -0.877  0.07
C 0.707 1.083 -2.729  -0.01
C 0.681 -2.075 2.907  0.01
C -4.809 -3.345 -0.736  0.05
C 1.367 -0.148 -2.668  -0.02
C 0.685 -2.039 1.541  0.01
C 4.210 -1.390 1.616  0.06
C 6.315 -2.391 -0.075  0.07
C 0.667 -1.313 -2.336  -0.02
C -1.582 0.912 -0.077  0.02
C -1.515 5.683 1.550  0.06
C 0.116 -0.037 2.236  -0.01
C -3.015 5.083 -0.695  0.07
H 6.640 -2.640 -1.105  0.00
H 0.932 -2.822 0.848  -0.01
H 5.156 -1.300 2.178  0.03
H -3.219 6.156 -0.639  0.04
H -3.104 4.723 -1.729  0.00
H 6.242 -3.349 0.469  0.00
H -0.551 5.653 2.076  0.00
H -4.317 -5.849 0.166  0.02
H -5.560 -3.910 -0.168  0.03
H 7.000 -1.684 0.417  0.04
H -0.520 6.873 -0.809  0.04
H -0.057 5.558 -1.931  0.00
H 0.879 -2.879 3.589  0.00
H -2.493 -0.017 -2.502  0.00
H 3.594 -0.490 1.764  0.00
H -2.803 -5.770 1.129  0.01
H -2.735 -6.076 -0.611  0.01
H 4.992 0.130 -1.734  0.00
H -1.161 2.107 -2.269  0.01
H 4.026 0.731 -0.369  0.00
H 0.223 -0.444 4.274  0.00
H -2.292 5.184 2.143  0.00
H 5.808 0.473 -0.155  0.03
H -2.782 -1.937 1.520  0.00
H 1.188 -2.248 -2.142  0.01
H -1.275 -2.235 -2.311  -0.02
H -5.006 -2.268 -0.659  0.00
H -2.433 -3.532 2.188  0.00
H 2.448 -0.220 -2.795  0.01
H 0.803 5.749 -0.356  0.00
H -1.809 6.714 1.329  0.03
H -4.886 -3.612 -1.801  0.00
H -4.146 -3.005 2.018  0.03
H -3.730 4.552 -0.048  0.00
H 3.619 -2.238 1.993  0.00
H 1.256 2.023 -2.818  0.00
H -0.162 1.002 2.293  0.01

=====

(6)
Computed, not measured: one molecule with the formula C17H22N4OS at a distorted geometry, with ωB97M-V/def2-TZVPD.

SMILES: CC(C)(C)NC(=O)CSc1nnc(C2CC2)n1-c1ccccc1
Electronic energy, eV: -36829.3546
Energy relative to the best compared isomer or geometry (same formula, charge and spin), eV: 1.121
LUMO, Ha: 0.02104
Gap between HOMO and LUMO, eV: 9.0

Each line ends with the Löwdin charge.
Atoms and positions in Å:
S -0.125 2.157 -0.954  1.01
O -3.596 2.469 -0.416  0.04
N 1.650 0.162 -0.360  0.05
N 0.466 -1.634 -0.792  0.10
N -2.901 0.300 -0.492  0.11
N -0.306 -0.563 -1.047  0.00
C 4.815 2.697 0.621  -0.08
C 1.631 -1.217 -0.388  -0.26
C 3.955 0.836 -0.626  -0.01
C 2.522 2.042 0.894  -0.04
C -3.804 -0.289 0.497  -0.59
C 5.002 1.676 -0.296  -0.07
C -3.530 0.333 1.870  -0.03
C 2.751 -2.061 0.020  -0.22
C 2.478 -3.507 0.329  -0.10
C -5.254 -0.033 0.078  -0.04
C -2.849 1.597 -0.813  -0.57
C 3.213 -3.151 -0.917  -0.10
C 3.575 2.879 1.211  -0.07
C -3.513 -1.788 0.521  -0.04
C 0.391 0.509 -0.780  -0.59
C 2.715 1.019 -0.026  -0.22
C -1.722 1.918 -1.801  -0.34
H -4.189 -0.098 2.618  0.08
H -5.440 1.036 0.030  0.07
H 2.688 -3.248 -1.855  0.11
H -1.927 2.876 -2.278  0.08
H 5.965 1.536 -0.763  0.11
H 4.088 0.049 -1.354  0.12
H -3.700 1.405 1.826  0.08
H 3.425 3.675 1.924  0.11
H 1.455 -3.835 0.231  0.10
H 5.634 3.353 0.873  0.10
H -5.444 -0.465 -0.901  0.08
H 1.555 2.175 1.354  0.10
H 3.504 -1.542 0.601  0.14
H -2.471 -1.971 0.774  0.08
H -2.131 -0.291 -0.809  0.08
H -3.712 -2.228 -0.453  0.09
H -5.935 -0.479 0.798  0.08
H 3.023 -3.957 1.145  0.10
H 4.273 -3.348 -0.974  0.10
H -1.586 1.133 -2.543  0.08
H -2.498 0.152 2.165  0.08
H -4.142 -2.280 1.258  0.08

=====

Which formula does entry 5 have? C20H37N2O2P3Tc

=====

Which value of energy relative to the best compared isomer or geometry (same formula, charge and spin) does entry 1 give? 0.221 eV